C2H8N2O2Sn as an isolated structure at a distorted geometry, computed with ωB97M-V/def2-TZVPD.

Properties
Charge: +2
Largest force on an atom in eV/Å: 4.5
Highest occupied orbital energy in Eh: -0.63597
Energy relative to the best compared isomer or geometry (same formula, charge and spin) in kJ/mol: 0.0
Orbital gap in eV: 5.5710
LUMO in eV: -11.73

XYZ file:
```
15
C2H8N2O2Sn ωB97M-V/def2-TZVPD
Sn 2.21 2.40 -0.97
O -0.70 2.28 -1.19
O 1.54 -0.40 -0.46
N 0.79 -2.49 -0.06
N 0.47 -0.92 1.39
C 0.93 -1.23 0.23
C -1.45 1.45 -0.29
H -2.19 2.07 0.21
H 0.08 -1.51 2.10
H 0.55 0.08 1.54
H 0.35 -3.15 0.56
H 1.33 -2.92 -0.80
H -0.74 1.21 0.50
H -1.30 2.52 -1.90
H -1.86 0.61 -0.86
```

A 2-piece molecular cluster, C2H8N2O3 overall at a distorted geometry, computed with ωB97M-V/def2-TZVPD.

Properties
Largest force on an atom in eV/Å: 3.5
Highest occupied orbital energy in Eh: -0.33092
Energy relative to the best compared isomer or geometry (same formula, charge and spin) in kJ/mol: 584.6
Orbital gap in eV: 9.7285
LUMO in eV: 0.72

XYZ file:
```
15
C2H8N2O3 ωB97M-V/def2-TZVPD
O -1.60 0.18 -1.45
O 1.24 -1.09 0.03
O 1.42 1.48 -0.76
N 0.56 1.14 0.31
N -1.30 -1.17 -1.89
C 0.57 -0.14 2.19
C 0.69 -0.27 0.75
H 0.81 1.12 1.86
H 0.99 -0.96 2.76
H -0.43 0.12 2.50
H -1.78 0.64 -2.28
H 1.59 0.62 -1.19
H -0.39 -1.38 -1.50
H -1.98 -1.76 -1.41
H -0.39 1.47 0.09
```

A 2-piece molecular cluster, C2H8N2O3 overall at a distorted geometry, computed with ωB97M-V/def2-TZVPD.

Properties
Largest force on an atom in eV/Å: 6.6
Highest occupied orbital energy in Eh: -0.26567
Energy relative to the best compared isomer or geometry (same formula, charge and spin) in kJ/mol: 315.8
Orbital gap in eV: 7.9191
LUMO in eV: 0.69

XYZ file:
```
15
C2H8N2O3 ωB97M-V/def2-TZVPD
O 2.42 -0.50 1.26
O 1.47 1.16 0.11
O 2.73 -0.45 -0.92
N -1.18 0.20 -0.54
N -0.39 -0.97 -0.55
C -2.32 0.36 0.49
C 2.03 0.16 0.14
H 2.43 -0.11 -1.71
H -1.79 0.13 1.46
H -3.21 -0.36 0.31
H 2.95 -1.27 1.02
H -2.69 1.34 0.46
H -1.71 0.35 -1.43
H -0.53 1.02 -0.53
H -0.21 -1.06 0.41
```

C2H8N2OS2 in the gas phase at a distorted geometry, computed with ωB97M-V/def2-TZVPD.

Properties
Largest force on an atom in eV/Å: 5.0
Highest occupied orbital energy in Eh: -0.33440
Energy relative to the best compared isomer or geometry (same formula, charge and spin) in kJ/mol: 321.7
Orbital gap in eV: 9.8177
LUMO in eV: 0.72

XYZ file:
```
15
C2H8N2OS2 ωB97M-V/def2-TZVPD
S -0.28 -0.34 2.46
S -1.48 -1.24 -2.08
O 0.50 0.89 -0.96
N -0.22 -1.44 -0.81
N -0.71 0.71 1.22
C 0.33 1.39 0.41
C 0.81 -0.53 -0.91
H 0.01 0.60 3.32
H -0.63 -1.31 0.11
H -1.69 0.98 1.07
H 1.49 -0.63 -1.93
H 0.04 2.42 0.17
H 1.40 1.36 0.87
H -1.06 -2.19 -2.94
H 1.51 -0.66 0.01
```

A 2-piece molecular cluster, C2H8N2S overall at a distorted geometry, computed with ωB97M-V/def2-TZVPD.

Properties
Largest force on an atom in eV/Å: 2.4
Highest occupied orbital energy in Eh: -0.31443
Energy relative to the best compared isomer or geometry (same formula, charge and spin) in kJ/mol: 134.6
Orbital gap in eV: 9.6040
LUMO in eV: 1.05

XYZ file:
```
13
C2H8N2S ωB97M-V/def2-TZVPD
S 1.73 -1.32 3.95
N -3.20 0.82 -3.02
N -1.38 1.84 -4.20
C 2.94 -0.91 2.58
C -2.46 1.21 -4.19
H -0.50 1.47 -4.54
H 3.42 -1.78 2.15
H -3.07 1.09 -5.09
H -4.19 0.90 -3.25
H 2.68 -1.63 4.84
H 2.35 -0.26 1.93
H 3.73 -0.35 3.07
H -3.01 1.32 -2.16
```

A 2-piece molecular cluster, C2H8N2S overall at a distorted geometry, computed with ωB97M-V/def2-TZVPD.

Properties
Largest force on an atom in eV/Å: 1.5
Highest occupied orbital energy in Eh: -0.28450
Energy relative to the best compared isomer or geometry (same formula, charge and spin) in kJ/mol: 37.4
Orbital gap in eV: 8.3680
LUMO in eV: 0.63

XYZ file:
```
13
C2H8N2S ωB97M-V/def2-TZVPD
S 1.27 1.69 -0.15
N -1.00 -1.61 0.15
N 1.14 -1.10 0.83
C 0.07 -1.79 0.96
C -0.13 2.18 -1.16
H 1.93 -1.43 1.34
H -1.02 -0.71 -0.31
H -1.10 2.19 -0.62
H 1.03 0.29 0.29
H -0.30 1.54 -2.02
H -1.88 -1.84 0.57
H 0.00 3.20 -1.52
H -0.01 -2.62 1.63
```

> Among the records above, which one has the lowest highest occupied orbital energy?

C2H8N2O2Sn